one | 22
Properties=species:S:1:pos:R:3 method="wB97M-V/def2-TZVPD" orbital_gap_ev="6.68 / 6.62" s2=0.76 multiplicity=2 total_charge=+1
C -0.83137 0.43194 -1.52875
C -0.06967 -0.27605 -0.39938
C -0.35767 -1.28505 0.43902
C -1.66736 -2.08542 0.12868
C 0.65067 -1.77154 1.43916
C 0.98714 1.40424 2.17666
N 0.52581 2.22751 -2.72676
H -1.36002 -0.14319 -2.31289
H -0.06141 1.03888 -2.16051
H -1.42575 1.22158 -1.07890
H 0.92453 -0.00904 -0.39768
H 1.02154 1.56060 3.24178
H -2.13962 -1.62388 -0.70214
H -2.28282 -2.11813 1.03394
H -1.37174 -3.10835 -0.18194
H 1.79504 -1.77539 1.44523
H 0.26868 -2.32358 2.26587
H 2.03709 1.34540 1.90280
H 0.60619 0.38407 1.92987
H 0.63119 2.21259 1.48916
H 0.69381 2.59559 -3.68473
H 1.42575 2.09722 -2.31851

two | 22
Properties=species:S:1:pos:R:3 method="wB97M-V/def2-TZVPD" orbital_gap_ev="12.69 / 7.76" s2=0.75 multiplicity=2 total_charge=+1
C -0.09999 -1.67476 1.19816
C 1.36451 -1.74462 0.68107
C -0.90907 -1.70915 -0.01275
N -0.57354 -0.39516 -0.67330
C -0.50605 0.78490 0.21191
C -0.47894 2.15171 -0.54047
C 0.97270 2.38627 -0.94730
H -0.31599 -0.89551 1.96589
H -0.16595 -2.56423 1.80109
H 1.81930 -2.75093 0.53360
H 2.01405 -1.01193 1.26809
H 1.41059 -1.20091 -0.26092
H -0.63270 -2.67438 -0.58655
H -2.05131 -1.67153 0.16555
H -1.14582 -0.13303 -1.48640
H -1.38619 0.99186 0.89853
H 0.40039 0.85764 0.85694
H -0.84585 2.92670 0.24825
H -1.21816 2.25023 -1.36959
H 1.50908 2.56523 0.04953
H 1.47996 1.52083 -1.52846
H 1.08437 3.39000 -1.38608

It turns out two is the most stable, with the second structure 0.1303 hartree higher.

one | 14
Properties=species:S:1:pos:R:3 method="wB97M-V/def2-TZVPD" orbital_gap_ev=9.76 multiplicity=1 total_charge=+1
C 0.47331 0.44278 0.01671
C -0.52710 1.63037 0.01639
C 0.04272 -2.18834 -0.08833
C 1.86322 0.87616 -0.05964
N 3.66678 -0.61831 0.07147
N 2.83253 0.09171 0.03797
O -0.19644 -0.66231 0.03639
H -0.84597 1.69538 -1.15907
H -0.07593 2.53418 0.45196
H -1.40532 1.47564 0.49633
H 1.02649 -2.55224 -0.20526
H -0.55192 -2.44900 0.84945
H -0.39862 -2.36678 -0.94852
H 2.20418 1.82422 -0.32130

two | 14
Properties=species:S:1:pos:R:3 method="wB97M-V/def2-TZVPD" orbital_gap_ev=8.44 multiplicity=1 total_charge=+1 smiles="C/N=C1/C=[NH+]CO1"
C -1.60110 0.12841 0.89360
C -0.23645 -1.53970 0.23232
C 0.31946 -0.25665 -0.23703
C 1.81021 1.25962 -1.16095
N -1.28342 -1.34129 0.91860
N 1.46400 -0.05843 -0.84036
O -0.55794 0.75412 0.05393
H -2.63762 0.29507 0.58644
H -1.33861 0.55286 2.00129
H 0.27480 -2.52947 0.19964
H 2.83152 1.36588 -0.94417
H 1.14821 2.15797 -0.83528
H 1.80728 1.13542 -2.25179
H -2.00033 -1.92379 1.38377

three | 14
Properties=species:S:1:pos:R:3 method="wB97M-V/def2-TZVPD" orbital_gap_ev=9.48 multiplicity=1 total_charge=+1
C -0.46644 1.59324 -0.41302
C -0.82695 0.72430 0.50194
C 1.79650 -1.49296 0.30259
C 3.10824 0.57562 -0.12151
N 2.71114 -0.48947 0.32180
N 0.61498 -1.34089 -0.16628
O 3.51305 1.60783 -0.38828
H -0.95764 1.96904 -1.22950
H 0.60154 1.78507 -0.39601
H -1.84741 0.53012 0.60049
H 2.13989 -2.43218 0.77072
H -0.10246 0.33472 1.28444
H -0.05544 -2.10803 -0.21204
H 0.30830 -0.43536 -0.62179

four | 14
Properties=species:S:1:pos:R:3 method="wB97M-V/def2-TZVPD" orbital_gap_ev=9.34 multiplicity=1 total_charge=+1 smiles="CN1C2=[N+](O)[C@]21C"
C -0.19047 -0.54717 0.16724
C -1.73754 0.32002 -0.01993
C 1.15649 -0.68635 0.72810
C 0.11453 1.69738 -1.34608
N -0.47047 0.64368 -0.57989
N -1.36099 -1.06489 0.28740
O -1.86043 -1.71955 1.27690
H 1.49938 -0.07022 1.60003
H 1.80500 -0.32452 -0.13146
H 1.37646 -1.66288 0.88555
H 0.23737 1.32530 -2.32094
H -0.43986 2.57061 -1.07256
H 1.12954 1.84950 -0.96034
H -1.25901 -2.33095 1.48596

It turns out three is the most stable, with the second structure 0.0085 hartree higher.

one | 8
Properties=species:S:1:pos:R:3 method="wB97M-V/def2-TZVPD" orbital_gap_ev=9.28 multiplicity=1 total_charge=0 smiles="O=C(O)C(O)=S"
C 0.99005 0.09038 -0.08756
C -0.39832 0.32237 0.03890
H 2.26290 -0.87460 0.90961
H -1.72628 1.55019 0.66457
O 1.28590 -0.74503 1.02128
O 1.87297 0.31851 -0.99227
O -0.80095 1.60898 0.37332
S -1.43440 -0.78823 -0.28130

two | 8
Properties=species:S:1:pos:R:3 method="wB97M-V/def2-TZVPD" orbital_gap_ev=10.43 multiplicity=1 total_charge=0 smiles="O=C=O.O=CS"
C -3.19190 0.18060 0.02416
C -0.06210 0.44002 -0.21470
O -4.17279 0.66334 0.40175
O -2.14124 -0.13265 -0.39305
O -0.25140 1.04654 0.80518
S 1.04996 -0.92870 -0.18342
H -0.49764 0.79009 -1.16774
H 1.10171 -0.63424 1.19733

It turns out two is the most stable, with the second structure 0.0283 hartree higher.

one | 8
Properties=species:S:1:pos:R:3 method="wB97M-V/def2-TZVPD" orbital_gap_ev=8.72 multiplicity=1 total_charge=0
C -0.57994 -0.53392 -0.18646
C 0.77140 0.02104 -0.17321
H -2.42140 -0.14271 -0.42437
H 1.67154 1.40343 1.03512
O -1.49918 0.13999 -0.93181
O -0.93061 -1.38250 0.64765
O 0.64504 1.16141 0.40366
S 2.34314 -0.66673 -0.37057

two | 8
Properties=species:S:1:pos:R:3 method="wB97M-V/def2-TZVPD" orbital_gap_ev="8.77 / 6.90" multiplicity=1 total_charge=0
C -2.17655 -0.70470 0.10185
C 1.48623 0.03389 0.03424
O 0.53964 0.45472 0.85923
O -0.79974 1.22554 -1.12169
O -1.45557 -1.59836 0.19119
S -0.84184 1.30523 0.36090
H 1.97613 -0.67545 0.59138
H 1.27169 -0.04086 -1.01709

three | 8
Properties=species:S:1:pos:R:3 method="wB97M-V/def2-TZVPD" orbital_gap_ev=9.50 multiplicity=1 total_charge=0
C 0.96541 -0.20412 0.22440
C -0.16914 -0.11550 -0.14328
O 0.51596 -1.37417 -3.44894
O 0.67324 1.03516 -3.16802
O -1.36519 -0.01032 -0.66861
S -0.12381 -0.15317 -3.04441
H 1.94519 -0.29812 0.58150
H -1.99704 0.35177 -0.03362

It turns out one is the most stable, with the second structure 0.0355 hartree higher.